Record 1
Formula: C6H13BiO3
Source: OMol25
Level of theory: ωB97M-V/def2-TZVPD

Highest occupied orbital energy (eV): -18.07
Total charge: +2
E_tot (eV): -18393.701
Frontier orbital gap (eV): 9.02

Each line ends with the Löwdin charge.
Atoms and positions in Å:
C 2.8952 1.3115 -0.0266  0.002
O 1.7078 0.6129 -0.3835  -0.493
C 1.5266 -0.6508 0.2561  -0.074
C 0.3161 -1.2821 -0.3952  -0.222
O -0.2384 -2.2874 0.3870  -0.006
C -1.5974 -2.3909 -0.0156  -0.083
C -2.0932 -0.9506 0.0068  -0.082
O -0.8964 -0.2068 -0.2416  -0.414
H 2.8358 2.3037 -0.4856  0.116
H 2.9546 1.4084 1.0662  0.132
H 3.7670 0.7679 -0.4146  0.135
H 1.3439 -0.4952 1.3298  0.177
H 2.4223 -1.2583 0.0685  0.182
H 0.5940 -1.7515 -1.3559  0.198
H -2.1262 -3.0136 0.7129  0.167
H -1.6716 -2.7940 -1.0379  0.156
H -2.3826 -0.6100 1.0087  0.158
H -2.8816 -0.7478 -0.7253  0.158
Bi -0.0493 1.3470 -1.1616  1.949
C -1.4522 2.4663 0.1918  -0.252
H -1.2495 2.2982 1.2620  0.035
H -1.2113 3.5334 0.0508  0.016
H -2.5135 2.3896 -0.0973  0.044

Forces on the atoms, in the same order (eV/Å):
1.509 0.960 0.552
1.092 -1.111 1.034
-0.155 -0.570 0.910
-0.954 -2.621 2.433
1.007 1.050 -0.321
-0.507 -0.367 -0.227
-1.214 -0.203 1.100
2.203 -3.106 -0.838
0.125 -0.191 0.070
-0.042 -0.013 -0.312
-0.323 0.148 0.065
0.175 -0.166 -0.246
-0.273 0.021 0.142
-1.061 1.224 -0.712
0.184 0.022 -0.313
0.002 -0.111 0.340
-0.238 -0.325 -0.294
0.338 0.057 0.042
-2.987 4.888 -3.457
1.087 1.554 0.530
-0.344 -0.316 -0.426
-0.070 -0.225 -0.034
0.446 -0.600 -0.036



Record 2
Formula: C6H13Br2N2
Source: OMol25
Level of theory: ωB97M-V/def2-TZVPD

Highest occupied orbital energy (spin up / spin down) (eV): -13.17 / -13.17
Total charge: +1
E_tot (eV): -149488.139
Frontier orbital gap (spin up / spin down) (eV): 8.08 / 8.08

Each line ends with the Löwdin charge.
Atoms and positions in Å:
C 1.5882 -1.9578 0.7902  -0.243
C -2.2598 1.8570 -1.2990  -0.095
C -2.1222 1.1242 0.0318  -0.236
C -0.6280 1.0258 0.3721  -0.267
C 0.2537 0.5602 -0.7696  -0.341
C 1.6414 0.3001 -0.3054  -1.057
N 2.3979 -2.0228 1.8286  0.139
N 0.6578 -2.7864 0.2998  0.126
Br 2.5108 1.2019 1.0032  0.907
Br 2.9123 -0.3172 -1.6953  0.687
H -3.2416 2.0624 -1.3586  0.042
H -1.6139 2.6551 -1.3113  0.057
H -2.0614 1.2316 -2.1638  0.086
H -2.7396 0.1920 0.1280  0.126
H -2.6365 1.7001 0.8266  0.118
H -0.1650 2.0799 0.6278  0.133
H -0.5340 0.4343 1.2946  0.108
H -0.1632 -0.2900 -1.1754  0.080
H 0.1663 1.4053 -1.5836  0.174
H 2.9121 -1.1723 1.9019  0.029
H 2.4864 -2.8917 2.3817  0.152
H 0.0889 -2.6002 -0.5173  0.107
H 0.5493 -3.7915 0.6930  0.168

Forces on the atoms, in the same order (eV/Å):
-1.811 2.160 -1.553
0.760 -3.363 0.630
-0.081 0.235 0.528
0.304 1.745 1.624
0.069 2.781 0.547
1.172 -3.101 -1.506
-2.014 -1.858 -1.685
1.462 -2.153 2.295
0.120 0.741 0.722
-0.997 0.532 0.641
-3.342 1.595 -0.645
1.101 2.282 -0.134
0.282 -0.266 -0.090
1.109 0.225 -0.643
0.578 0.191 -0.349
-1.401 -1.735 -0.180
0.409 -0.079 -0.311
-0.547 -2.097 -1.301
0.870 -1.689 1.286
0.938 0.243 0.915
0.430 1.079 -0.076
0.420 0.350 0.196
0.169 2.183 -0.910



Record 3
Formula: C6H13BrN
Source: OMol25
Level of theory: ωB97M-V/def2-TZVPD

SMILES: C[N+]1(CBr)CCCC1
Highest occupied orbital energy (eV): -14.93
Total charge: +1
E_tot (eV): -77956.982
Frontier orbital gap (eV): 12.18

Each line ends with the Löwdin charge.
Atoms and positions in Å:
C 0.5080 -0.7871 -1.4772  -0.044
N -0.2368 -0.3359 -0.2993  -0.299
C -1.9088 -0.8182 -0.3979  -0.522
Br -2.5986 -0.1804 -1.9720  0.889
C -0.1657 1.2133 -0.2551  -0.133
C 1.0889 1.4079 0.5911  -0.150
C 0.8601 0.4081 1.7284  -0.122
C 0.3286 -0.8076 0.9928  -0.120
H 0.5999 -1.8162 -1.5997  0.098
H -0.1611 -0.5830 -2.2705  0.026
H 1.4241 -0.2570 -1.6124  0.104
H -1.7466 -1.9060 -0.2562  0.094
H -2.3585 -0.3299 0.5249  0.104
H -1.0141 1.4695 0.3254  0.109
H -0.0420 1.6633 -1.2509  0.142
H 1.2570 2.5073 0.8438  0.155
H 1.9244 1.0016 -0.1852  0.153
H 1.6759 0.2191 2.3130  0.101
H -0.0039 0.8905 2.0936  0.109
H 1.1290 -1.5749 0.7254  0.160
H -0.5600 -1.3844 1.4379  0.146

Forces on the atoms, in the same order (eV/Å):
-1.222 0.823 -0.450
-1.971 0.948 -0.632
3.222 0.418 2.346
-0.824 0.055 -0.719
1.367 -1.009 0.219
2.189 -0.211 -2.715
-1.904 0.851 -3.169
-0.296 -2.755 -0.056
0.574 -1.999 0.779
-0.231 0.770 -1.281
0.571 0.187 0.101
-0.716 0.608 -0.518
0.570 -0.668 -1.277
-1.089 0.853 0.013
-0.694 -0.341 0.398
-0.053 -1.684 -0.157
-1.197 1.401 2.213
1.677 -0.319 1.939
-0.689 0.197 2.202
-0.992 1.014 0.579
1.709 0.861 0.186



Record 4
Formula: C6H13BrNO3S
Source: OMol25
Level of theory: ωB97M-V/def2-TZVPD

Highest occupied orbital energy (eV): -5.12
Total charge: -1
E_tot (eV): -94943.953
Frontier orbital gap (eV): 8.02

Each line ends with the Löwdin charge.
Atoms and positions in Å:
C -0.8617 1.4179 -0.1708  -0.050
C -1.2796 -0.4667 -1.7561  -0.096
C -2.2095 -0.5470 0.5582  -0.071
C 0.6920 -0.5641 1.6234  -0.175
C -1.0074 -0.1030 -0.2925  -0.647
C 0.2300 -0.8026 0.2318  -0.674
N 1.8489 -0.2383 -0.8793  -0.086
O 3.8386 1.1110 -0.9239  -0.376
O 2.1386 1.7169 0.7121  -0.399
O 3.4840 -0.2979 1.0494  -0.373
S 2.9111 0.6349 0.0944  0.310
Br 0.2770 -2.6628 -0.1896  0.774
H -1.7844 1.8991 -0.4948  0.081
H -0.0433 1.7855 -0.7825  0.075
H -0.6552 1.7172 0.8509  0.081
H -1.6047 -1.5018 -1.8451  0.046
H -2.0599 0.1739 -2.1649  0.079
H -0.3764 -0.3408 -2.3478  0.075
H -2.1124 -0.1932 1.5814  0.078
H -2.2993 -1.6320 0.5646  0.060
H -3.1236 -0.1269 0.1402  0.081
H -0.0466 -0.9071 2.3547  0.084
H 1.6407 -1.0742 1.7870  0.057
H 0.9067 0.4961 1.7561  0.057
H 1.4965 0.5059 -1.4570  0.005

Forces on the atoms, in the same order (eV/Å):
0.105 -0.131 -0.034
0.052 -0.012 0.117
0.076 0.012 -0.071
-0.259 -0.120 0.519
-0.366 0.128 -0.179
3.155 1.175 -1.766
-2.611 -1.474 2.139
0.042 0.047 0.166
0.201 0.125 0.034
-0.056 0.001 -0.101
0.825 0.562 -0.444
-0.062 -0.639 -0.014
-0.121 -0.023 -0.034
0.066 0.083 0.007
0.050 0.071 0.115
0.011 -0.008 -0.059
-0.071 0.098 0.017
0.052 -0.011 -0.123
-0.007 0.013 0.125
-0.039 -0.061 0.026
-0.080 0.051 -0.052
-0.059 -0.061 -0.074
-0.224 -0.045 0.063
-0.206 -0.082 0.112
-0.473 0.302 -0.488



Record 5
Formula: C6H13Cl2
Source: OMol25
Level of theory: ωB97M-V/def2-TZVPD

Highest occupied orbital energy (spin up / spin down) (eV): -10.70 / -10.73
Expectation value of S²: 0.753
E_tot (eV): -31476.257
Multiplicity: 2
Frontier orbital gap (spin up / spin down) (eV): 11.73 / 7.04

Each line ends with the Mulliken spin population.
Atoms and positions in Å:
Cl 0.9765 1.2124 0.9189  0.962
Cl -1.0157 -1.2980 2.0001  0.036
C -0.5830 4.2017 3.4230  -0.001
C -1.7251 3.2576 2.9791  -0.002
C -1.5432 1.8763 3.6014  0.002
C -2.5090 0.8238 3.0147  0.001
C -2.1250 -0.6571 3.2061  0.003
C -3.3097 -1.6038 3.1438  0.001
H -0.7943 5.1928 2.9889  0.000
H -0.5666 4.2549 4.5331  0.000
H 0.3740 3.8100 3.0093  0.001
H -2.7138 3.6493 3.3072  0.000
H -1.6911 3.0847 1.8904  0.000
H -0.5386 1.5128 3.3779  -0.003
H -1.7199 1.9908 4.6980  0.000
H -3.4612 0.9710 3.5432  0.001
H -2.6683 0.9999 1.9468  -0.001
H -1.6218 -0.6468 4.1578  0.000
H -3.0739 -2.5233 3.6634  -0.001
H -4.2034 -1.1846 3.5930  0.002
H -3.5362 -1.7988 2.0911  0.000

Forces on the atoms, in the same order (eV/Å):
-0.118 -0.122 0.050
1.207 0.322 -0.567
-0.585 -0.278 -0.465
0.231 -0.348 0.288
-0.355 -0.504 0.042
-0.296 0.158 -0.002
-0.982 1.075 0.559
-0.238 0.206 -0.016
0.390 -0.203 0.370
0.235 0.091 -0.715
-0.522 0.392 0.513
0.525 -0.071 -0.527
-0.237 0.540 0.249
0.266 0.205 0.391
0.451 -0.453 -0.619
-0.043 -0.186 -0.360
-0.096 0.139 0.043
0.298 -0.662 0.429
0.009 -0.340 -0.126
-0.085 0.177 0.230
-0.055 -0.139 0.233



The records above yield energy relative to the best compared isomer or geometry (same formula, charge and spin) values of 0.0000; 3.9331; 0.7261; 0.5086; 0.2171 eV, respectively.